No. 1
Here is a molecular structure, C7H15B at a distorted geometry from OMol25. Energies are from ωB97M-V with the def2-TZVPD basis set.

Structure (XYZ):
```
23
Properties=species:S:1:pos:R:3:forces:R:3
B -0.9963 0.5235 -0.6636 -1.09 -1.03 0.88
C 0.1782 -0.2144 -0.1255 2.34 -1.32 -1.85
C 0.9362 -0.2088 0.9692 -0.14 -1.62 -0.35
C -1.0043 1.7962 -1.5022 0.83 0.67 0.89
C -2.3582 -0.1799 -0.2411 1.26 0.48 1.95
C 0.6675 -1.2032 -1.7949 -2.12 2.74 2.70
C 2.0137 -1.2219 1.2720 -0.77 1.06 0.10
C 0.6927 0.7201 2.1362 1.77 2.04 -1.87
H -0.2904 2.5434 -1.1592 0.16 0.03 0.14
H -1.9716 2.1752 -1.3907 -1.60 1.04 0.10
H -0.8615 1.7383 -2.5361 0.41 -0.53 -1.76
H -2.4002 -1.0881 -0.7631 -0.36 -1.49 -0.86
H -3.2002 0.4006 -0.3989 -1.88 1.09 -0.88
H -2.4571 -0.4491 0.8434 0.65 0.08 -0.73
H 1.4646 -0.5265 -1.9923 0.42 0.40 -0.83
H -0.2103 -1.1877 -2.4897 1.03 0.01 0.67
H 1.0367 -2.1477 -1.5372 0.16 -1.41 0.40
H 1.6670 -1.9977 1.9078 -0.72 -0.62 0.92
H 2.4215 -1.7497 0.4597 0.73 -0.18 -1.34
H 2.7256 -0.6733 1.8377 1.30 0.13 0.35
H 0.6757 0.2470 3.0834 0.40 -0.63 0.94
H -0.2834 1.1256 1.9889 -0.58 0.95 0.06
H 1.5541 1.5780 2.0963 -2.19 -1.89 0.38
```
Forces are in eV/Å.

Results
Electronic energy = -8175.948 eV
Largest force on an atom = 4.39 eV/Å
ΔE to the lowest compared entry with this formula, charge and spin = 70.84 kcal/mol
LUMO level = 0.69 eV
Total charge = 0
Kohn-Sham gap = 9.276 eV

***

No. 2
Here is C8H10N2 in the gas phase at a distorted geometry from OMol25. Energies are from ωB97M-V with the def2-TZVPD basis set.

Structure (XYZ):
```
20
Properties=species:S:1:pos:R:3:forces:R:3
C 0.2177 -1.2589 0.6541 1.84 -2.36 2.72
C 0.0223 -0.1382 -0.1344 -0.61 1.14 0.42
C 0.7207 0.9536 0.6909 -0.20 -1.32 0.04
C 0.7092 2.2924 0.5865 -0.80 1.36 -1.94
C -2.0685 0.8669 -3.0467 1.51 4.15 -1.97
C -0.8608 -0.1395 -1.2118 0.94 0.69 -0.37
C -1.1341 0.9797 -2.1266 -0.11 -2.29 1.54
C 1.5744 -1.8144 2.6583 1.88 -0.70 -3.39
N 1.3396 0.3668 1.7641 0.01 0.25 0.41
N 0.9961 -0.8921 1.7438 -1.12 0.73 -2.47
H 0.0985 -2.3891 0.6535 -0.45 1.83 -0.82
H 1.1195 3.0304 1.2852 -0.07 -0.75 -0.25
H 0.2303 2.6548 -0.3473 0.39 0.19 0.98
H -2.0476 1.7677 -3.7861 -0.98 -2.13 1.09
H -2.5791 -0.0090 -3.0832 -1.91 -2.17 -0.86
H -1.2359 -1.1558 -1.4538 -0.12 0.98 -0.05
H -0.6581 1.9084 -2.1105 1.24 1.05 0.58
H 2.1537 -1.2743 3.3358 1.13 0.71 1.00
H 2.2027 -2.4918 1.9523 -0.92 0.57 1.95
H 0.7754 -2.2397 3.1321 -1.65 -1.93 1.38
```
Forces are in eV/Å.

Results
Electronic energy = -11433.879 eV
Largest force on an atom = 4.84 eV/Å
ΔE to the lowest compared entry with this formula, charge and spin = 89.34 kcal/mol
LUMO level (spin up / spin down) = -0.19 / 0.01 eV
Total charge = 0
Kohn-Sham gap (spin up / spin down) = 6.783 / 6.889 eV

***

No. 3
Here is a molecular structure, C2H7N3OP at a distorted geometry from OMol25. Energies are from ωB97M-V with the def2-TZVPD basis set.

Structure (XYZ):
```
14
Properties=species:S:1:pos:R:3:forces:R:3
C 0.1314 1.1965 0.4810 1.48 1.66 -2.82
C -0.7196 -0.7878 1.6697 0.21 0.54 -2.09
N 1.1541 1.4392 -1.2701 1.25 0.38 1.50
N -0.2900 -0.0059 0.3894 -1.93 -3.48 1.10
N 0.0166 -0.8378 -0.6649 0.74 -2.89 -0.70
O 0.0665 2.1289 1.1288 0.12 1.33 1.26
P 0.7576 0.4939 -2.5068 0.05 0.45 1.20
H 0.0261 -1.5388 1.7667 0.91 -0.42 0.56
H -0.7930 -0.1246 2.4853 0.09 0.76 0.88
H -1.6393 -1.3275 1.5188 -0.55 0.31 -0.42
H 2.2079 1.6154 -1.0513 -2.51 -0.51 -0.71
H 0.5468 -1.6539 -0.2445 -0.39 1.14 -0.98
H -0.7782 -1.2776 -1.1673 -0.06 0.74 1.01
H -0.6868 0.6800 -2.5348 0.60 -0.01 0.21
```
Forces are in eV/Å.

Results
Electronic energy = -17984.024 eV
Largest force on an atom = 4.13 eV/Å
ΔE to the lowest compared entry with this formula, charge and spin = 66.12 kcal/mol
LUMO level = -5.02 eV
Total charge = +1
Kohn-Sham gap = 9.129 eV

***

No. 4
Here is 2 unconnected molecules or ions with the total composition C5H15N2O from OMol25. Energies are from ωB97M-V with the def2-TZVPD basis set.

Structure (XYZ):
```
23
Properties=species:S:1:pos:R:3:forces:R:3
C -0.7820 -0.5287 2.9875 -0.50 0.06 0.47
C 0.4311 -1.1492 2.3673 -0.29 0.35 -0.05
C 0.3418 -1.8421 1.2409 0.29 -0.28 -0.32
O 1.4557 -2.2500 0.5679 0.06 -0.12 0.05
H -0.7388 0.5618 3.0240 0.14 0.23 -0.12
H -1.7113 -0.7939 2.4704 0.19 -0.08 -0.06
H -0.9393 -0.7841 4.0362 0.19 -0.27 -0.01
H 1.4110 -0.9994 2.8117 -0.09 0.04 -0.03
H -0.5990 -2.1084 0.7643 -0.13 0.08 0.15
H 1.2790 -3.0660 0.0862 0.02 0.04 -0.03
N -0.2001 1.2025 0.1531 0.27 0.02 0.28
C -0.0295 0.4214 -1.1277 0.00 0.61 -0.12
C 0.0323 1.3691 -2.3243 -0.07 0.15 0.27
N 0.1985 0.5734 -3.5202 0.01 0.13 -0.23
H 0.5642 1.8723 0.2603 -0.03 0.06 -0.05
H -1.0738 1.7267 0.1891 -0.06 -0.02 -0.08
H -0.1498 0.5792 0.9781 -0.02 -0.15 -0.21
H 0.9016 -0.1235 -1.0307 -0.03 -0.30 0.03
H -0.8839 -0.2332 -1.2234 -0.02 -0.31 0.07
H -0.8737 1.9822 -2.3516 -0.08 -0.08 -0.07
H 0.8529 2.0739 -2.1773 0.16 0.02 -0.04
H -0.5489 0.7256 -4.1830 -0.03 -0.08 0.04
H 1.0620 0.7904 -3.9987 0.02 -0.09 0.04
```
Forces are in eV/Å.

Results
Electronic energy = -10448.836 eV
Largest force on an atom = 0.69 eV/Å
ΔE to the lowest compared entry with this formula, charge and spin = 39.78 kcal/mol
LUMO level = -3.27 eV
Total charge = +1
Kohn-Sham gap = 9.418 eV

***

No. 5
Here is a molecular structure, C39H60BN14O4PS at a distorted geometry from OMol25. Energies are from ωB97M-V with the def2-TZVPD basis set.

Structure (XYZ):
```
120
Properties=species:S:1:pos:R:3:forces:R:3
C 4.9680 2.8131 4.4633 0.25 -0.95 0.64
C 5.4710 1.4812 3.7451 0.55 -0.18 -0.29
C 5.6870 1.6029 2.1743 0.43 0.57 0.32
C 4.4772 2.2468 1.3696 1.08 -0.24 -1.37
N 3.1357 2.0368 1.9828 -1.24 -0.97 -1.81
C 2.0769 1.9112 1.0231 -3.14 -1.16 -0.87
C 0.9257 0.9368 1.2411 1.18 2.31 -1.78
P 0.7950 -0.2150 2.7269 -0.75 -0.41 -0.62
C 1.2501 0.6639 4.3377 0.63 -0.42 0.47
C 2.0873 -1.5977 2.3853 -0.09 0.43 0.27
C 2.1669 -2.6562 3.5685 0.92 -0.04 -0.63
C -0.2485 0.8218 0.2214 1.28 1.84 -1.82
B -1.4900 -0.2068 0.4750 -0.37 -0.22 0.29
O -1.2166 -1.5922 0.6289 -0.86 1.82 0.03
O -2.8283 0.3123 0.4874 2.57 -0.52 0.72
C -2.8885 1.6106 1.1354 -2.14 1.44 0.70
C -4.4620 2.0082 1.2963 0.31 0.11 -1.06
C -0.3239 1.6231 -1.0391 1.91 -0.26 2.17
C -1.4573 1.5299 -2.1293 0.19 -0.62 -0.50
C -1.0413 0.4771 -3.2630 1.36 0.51 -0.98
O -0.1934 0.6852 -4.1236 -2.25 -0.33 1.83
O -1.6815 -0.8102 -3.2377 1.28 1.45 1.18
C 0.8256 2.6156 -1.3002 -0.61 -0.69 0.19
N 0.8809 3.4218 -2.4507 1.97 -1.05 3.75
S 2.3073 4.3185 -2.2244 0.63 -1.99 4.43
N 2.8642 3.7506 -0.7179 -3.43 -2.34 -0.45
C 1.9712 2.7561 -0.2760 0.25 1.04 -1.01
H 4.3109 3.4584 3.8124 0.84 -0.69 0.73
H 4.3738 2.4805 5.3825 0.70 0.70 -1.18
H 5.8926 3.3586 4.8482 -1.39 -0.37 -0.65
H 4.8237 0.5694 3.9680 0.54 1.26 -0.19
H 6.4942 1.2366 4.1936 -1.35 0.13 -0.57
H 6.0128 0.6062 1.7281 -0.71 1.26 0.67
H 6.5876 2.2931 2.0221 -1.20 -0.88 0.09
H 4.6661 3.3495 1.1427 -0.48 -1.46 0.67
H 4.4636 1.7382 0.3436 0.16 0.74 1.29
H 3.0917 1.1600 2.5294 0.30 0.77 -0.20
H 1.5312 1.7528 4.2023 -0.25 -1.32 0.29
H 2.0924 0.0527 4.8177 -0.88 1.13 -0.58
H 0.3661 0.5421 5.0447 1.07 0.41 -1.04
H 1.7509 -2.0868 1.4122 0.40 0.75 1.38
H 3.0698 -1.0742 2.1927 -0.83 -1.07 0.21
H 2.7825 -2.2368 4.4239 -0.99 -0.52 -0.81
H 1.1583 -3.0291 3.9218 1.07 0.60 -0.36
H 2.7573 -3.5564 3.1801 -0.84 1.11 0.58
H -1.8597 -2.0128 1.2405 0.23 0.09 -0.81
H -2.4614 1.5670 2.1867 -0.16 -0.08 -1.35
H -2.4105 2.4618 0.5415 -0.37 -1.69 0.89
H -4.6690 2.8890 0.5995 0.25 -1.16 1.02
H -4.7116 2.3635 2.3426 0.26 -0.67 -1.20
H -5.1493 1.1594 0.9325 1.18 1.13 0.97
H -2.4595 1.1795 -1.7441 1.22 0.56 -0.08
H -1.5605 2.5427 -2.6460 0.23 -1.42 0.68
H -1.3277 -1.2213 -2.4131 -0.72 0.16 -0.44
C -6.4618 -0.3277 -2.2667 -0.11 -0.07 0.71
C -6.6749 -0.5370 -0.8076 -0.17 -0.20 1.14
N -6.8405 -0.7009 0.3343 0.26 0.28 -2.10
H -6.3740 0.7386 -2.4790 0.00 -0.06 0.11
H -5.5477 -0.8313 -2.5830 -0.07 -0.01 0.09
H -7.3047 -0.7355 -2.8252 0.06 -0.06 0.13
C 1.7683 -1.4717 -2.4771 0.33 0.23 0.69
C 2.4686 -1.0630 -1.2279 0.56 0.29 0.89
N 3.0186 -0.7476 -0.2508 -0.74 -0.52 -2.10
H 2.4927 -1.8374 -3.2054 -0.03 0.02 0.08
H 1.0520 -2.2654 -2.2573 0.10 0.01 0.06
H 1.2389 -0.6187 -2.9003 0.16 -0.02 0.02
C -2.7697 5.4912 -2.5282 -0.08 -0.34 0.66
C -2.9013 4.8570 -1.1855 -0.05 -0.48 1.01
N -3.0024 4.3597 -0.1361 0.25 1.40 -2.18
H -3.7391 5.5062 -3.0276 0.04 -0.01 0.10
H -2.4081 6.5142 -2.4204 -0.01 -0.10 0.05
H -2.0624 4.9258 -3.1369 0.02 0.02 0.12
C 9.5139 -0.9118 3.6867 -0.36 0.15 -0.66
C 8.8162 -0.6163 2.4025 -0.53 0.22 -0.99
N 8.2710 -0.3854 1.3990 1.07 -0.47 1.85
H 10.5738 -0.6728 3.5960 -0.10 0.00 -0.04
H 9.0811 -0.3141 4.4896 0.00 -0.03 -0.10
H 9.4066 -1.9689 3.9317 -0.02 0.08 -0.06
C -2.5063 -2.6382 4.6062 -0.11 -0.31 -0.60
C -2.6799 -3.2750 3.2703 -0.13 -0.43 -0.99
N -2.8130 -3.7705 2.2227 0.26 0.96 2.00
H -1.4442 -2.5201 4.8258 -0.06 0.06 -0.11
H -2.9824 -1.6572 4.6152 0.04 -0.08 -0.09
H -2.9622 -3.2616 5.3766 -0.01 0.00 -0.11
C 2.3481 6.2756 -6.5682 -0.02 -0.29 0.70
C 2.2329 5.6484 -5.2224 0.04 -0.44 1.02
N 2.1438 5.1564 -4.1692 -0.91 1.86 -5.05
H 1.3708 6.2953 -7.0517 0.08 -0.01 0.05
H 2.7190 7.2965 -6.4716 -0.02 -0.09 0.06
H 3.0397 5.7023 -7.1865 -0.05 0.00 0.10
C -1.4373 -6.2829 0.6169 0.10 -0.86 -0.03
C -1.2864 -7.7640 0.5234 0.15 -1.14 -0.11
N -1.1681 -8.9210 0.4516 -0.22 2.13 0.17
H -1.9858 -6.0221 1.5212 0.02 -0.03 -0.13
H -0.4545 -5.8109 0.6483 -0.06 -0.07 -0.01
H -1.9834 -5.9099 -0.2498 0.02 -0.05 0.09
C -1.5589 -2.5992 -5.7617 0.22 -0.89 -0.24
C -1.1586 -4.0011 -6.0772 0.28 -1.07 -0.32
N -0.8459 -5.0965 -6.3231 -0.56 2.01 0.47
H -0.8505 -1.9012 -6.2090 -0.02 -0.07 0.07
H -2.5547 -2.3997 -6.1593 0.07 -0.08 0.02
H -1.5707 -2.4504 -4.6844 0.02 -0.01 -0.17
C -1.4887 4.0425 -7.7897 0.34 0.59 -0.34
C -0.8356 5.2215 -8.4286 0.47 0.91 -0.53
N -0.3247 6.1431 -8.9277 -0.93 -1.74 1.00
H -0.7584 3.2449 -7.6494 -0.02 0.09 -0.01
H -1.8972 4.3261 -6.8193 0.06 0.02 -0.08
H -2.2971 3.6783 -8.4243 0.08 0.07 0.01
C -0.1432 -5.5760 5.2386 0.39 0.17 0.63
C 0.6058 -5.1851 6.4673 0.58 0.31 0.93
N 1.1904 -4.8787 7.4272 -1.09 -0.54 -1.77
H 0.5528 -5.9172 4.4716 -0.02 0.05 0.08
H -0.8408 -6.3820 5.4691 0.07 0.06 0.02
H -0.7017 -4.7203 4.8570 0.10 -0.10 0.04
C -8.4653 -4.2447 0.5847 0.22 0.22 -0.67
C -8.0579 -3.8021 -0.7783 0.31 0.33 -1.00
N -7.7399 -3.4559 -1.8434 -0.58 -0.61 1.87
H -8.5817 -5.3288 0.6029 0.02 0.08 -0.07
H -7.7044 -3.9549 1.3100 -0.03 0.05 -0.12
H -9.4129 -3.7794 0.8571 0.09 0.00 -0.07
```
Forces are in eV/Å.

Results
Electronic energy = -91261.374 eV
Largest force on an atom = 5.46 eV/Å
LUMO level = -0.54 eV
Total charge = 0
Kohn-Sham gap = 6.879 eV

***

No. 6
Here is a molecular structure, C6H12N2O at a distorted geometry from OMol25. Energies are from ωB97M-V with the def2-TZVPD basis set.

Structure (XYZ):
```
21
Properties=species:S:1:pos:R:3:forces:R:3
C -0.7737 2.5836 0.8090 2.18 1.83 4.14
C -1.4662 1.2561 0.5323 -1.28 1.07 -3.75
C -0.4229 0.1654 0.4391 -2.84 -4.57 4.11
C -0.3293 -0.7449 -0.7544 0.13 0.77 -2.91
C -0.0095 -2.2094 -0.8146 0.04 -2.09 -1.29
C 1.8916 0.2884 -0.0963 6.62 4.84 4.48
H -1.0208 3.7748 0.6261 -0.50 -3.61 -0.13
H 0.4547 2.5086 0.3969 -3.55 0.13 2.08
H -1.1017 2.4121 2.1356 2.50 1.54 -3.25
H -2.3102 0.9577 1.1972 0.82 0.38 -0.46
H -1.9241 1.4402 -0.5381 0.54 -1.14 1.52
H -0.3244 -0.7873 1.3549 -0.15 3.67 -1.77
H -0.9210 -0.1970 -1.5891 0.80 -1.91 0.76
H 0.2432 -2.6115 -1.8827 -0.20 1.35 1.61
H 1.0499 -2.6682 -0.1740 -3.80 1.58 -1.20
H -2.3385 -1.8648 -1.1881 3.41 -3.21 2.65
H -1.4010 -2.8311 0.8565 -0.79 0.47 -5.21
H 2.6196 -0.5631 -0.4168 -0.95 1.82 0.21
N -1.3992 -2.8286 -0.6177 -1.13 1.48 3.56
N 0.6577 0.1405 -0.3803 0.68 2.37 -0.57
O 2.3531 1.4014 0.6896 -2.51 -6.78 -4.58
```
Forces are in eV/Å.

Results
Electronic energy = -11432.234 eV
Largest force on an atom = 9.34 eV/Å
ΔE to the lowest compared entry with this formula, charge and spin = 286.80 kcal/mol
LUMO level = -0.23 eV
Total charge = 0
Kohn-Sham gap = 9.131 eV

***

No. 7
Here is 2 unconnected molecules or ions with the total composition C9H16N3 at a distorted geometry from OMol25. Energies are from ωB97M-V with the def2-TZVPD basis set.

Structure (XYZ):
```
28
Properties=species:S:1:pos:R:3:forces:R:3
C -0.1587 -2.4489 0.4064 -2.35 -1.34 -2.37
C 1.0170 -0.5972 0.7566 -0.08 -0.43 0.77
C -0.1418 -1.7388 2.6503 -0.57 0.20 -1.00
C 1.5806 0.5164 1.2667 -0.29 -1.51 -1.77
C 1.3020 1.1645 2.5106 0.39 2.20 1.96
C -0.1279 1.9747 -2.1222 -0.93 -0.97 3.32
C -1.3006 0.7138 -0.4073 -2.05 -2.73 1.09
C -1.4998 -0.0973 -2.7669 2.73 3.00 -3.04
C -1.0058 0.8133 -1.6777 -0.22 0.01 -1.26
N 0.3796 -2.1160 -0.7154 -0.17 -0.92 -1.18
N 1.0801 -1.0078 -0.5627 -0.57 -1.54 1.37
N 0.1355 -1.5856 1.3608 1.80 2.35 2.43
H -0.9603 -3.1844 0.5450 0.81 0.04 -0.24
H 0.4823 -1.2560 3.3358 0.45 0.78 0.96
H -1.0048 -2.3202 2.9410 0.26 -0.31 -0.08
H 0.2836 0.9956 2.8618 -0.01 -0.31 0.05
H 2.0165 0.8612 3.3063 -0.42 0.06 -0.26
H 1.4012 2.2964 2.4731 0.08 -1.37 -0.29
H 0.1278 1.8379 -3.1123 0.42 0.46 -2.15
H -0.7601 2.8306 -1.8234 1.05 0.23 -0.72
H 0.7752 1.8498 -1.4879 -0.27 0.83 -0.43
H -1.0406 1.4472 0.2823 0.70 1.28 1.10
H -1.8757 -0.1584 0.0753 0.54 1.38 -1.14
H 2.2492 0.8525 0.4957 0.40 1.09 0.16
H -0.6653 -0.7975 -3.0434 -0.74 0.59 -0.14
H -1.7211 0.6559 -3.7681 0.46 -2.46 2.76
H -2.3235 -0.6455 -2.5124 -2.22 -1.32 0.55
H 1.7555 -0.8560 -1.2679 0.82 0.70 -0.46
```
Forces are in eV/Å.

Results
Electronic energy = -14051.485 eV
Largest force on an atom = 5.07 eV/Å
ΔE to the lowest compared entry with this formula, charge and spin = 152.64 kcal/mol
LUMO level (spin up / spin down) = -5.81 / -5.16 eV
Total charge = +1
Kohn-Sham gap (spin up / spin down) = 6.491 / 7.149 eV

***

No. 8
Here is a gas-phase ion, C9H17N4O3 (charge +1) at a distorted geometry from OMol25. Energies are from ωB97M-V with the def2-TZVPD basis set.

Structure (XYZ):
```
33
Properties=species:S:1:pos:R:3:forces:R:3
C -3.6920 1.0056 -1.0502 0.02 0.18 -0.14
C -2.8461 0.9737 -2.3711 0.12 -0.74 1.21
C -1.3453 1.1059 -1.9673 -1.66 1.39 -1.07
O -1.1074 0.2183 -0.8177 0.65 -0.18 -0.38
C -0.4117 -0.8278 -1.1347 0.67 -2.20 -0.66
N -0.8301 -2.0657 -1.5804 -0.15 1.20 0.48
N 0.2189 -2.7840 -1.7580 0.32 -0.95 -0.33
N 1.2961 -2.0981 -1.4702 -0.73 0.03 -0.01
N 0.9279 -0.8937 -1.0884 -0.62 2.73 1.23
C 1.7532 0.2731 -0.6925 2.27 0.01 -0.94
C 2.8310 -0.0445 0.3783 -0.16 0.38 0.75
C 2.3427 -0.0070 1.8757 -0.32 -0.33 -0.26
C 0.8071 0.1572 2.0873 0.90 -0.19 1.20
O 0.6154 0.5515 3.4735 0.43 -0.66 -0.25
C 0.2451 -0.5281 4.2694 0.30 0.35 -0.40
O -0.8904 -0.6828 4.5285 -1.02 -0.40 0.56
H -3.3120 1.8047 -0.3790 -0.41 -0.32 -0.36
H -4.7661 1.1736 -1.2560 0.64 0.03 0.04
H -3.6216 0.0578 -0.4857 0.05 0.43 -0.40
H -3.0225 -0.0129 -2.8462 0.13 0.68 -0.10
H -3.1400 1.8030 -3.0375 0.31 -0.45 0.18
H -0.6474 0.9205 -2.8074 -0.21 -0.27 0.59
H -1.2041 2.1541 -1.6363 0.22 -0.74 0.22
H 2.2511 -2.4439 -1.5360 -0.24 0.06 0.03
H 2.3037 0.5661 -1.6158 -0.37 -0.21 0.46
H 1.1259 1.1487 -0.4580 -0.10 -0.91 0.06
H 3.3493 -1.0067 0.1883 -0.36 0.51 -0.18
H 3.6034 0.7445 0.2747 -0.42 -0.51 -0.14
H 2.8591 0.7996 2.4224 -0.34 -0.25 -0.32
H 2.6298 -0.9531 2.3807 -0.07 0.57 -0.29
H 0.3140 -0.8310 1.9846 -0.06 0.64 -0.58
H 0.3369 0.9573 1.4953 0.14 -0.51 0.13
H 1.0264 -1.2358 4.6296 0.08 0.64 -0.32
```
Forces are in eV/Å.

Results
SMILES = CCCOc1nn[nH][n+]1CCCCOC=O
Electronic energy = -21701.313 eV
Largest force on an atom = 3.06 eV/Å
LUMO level = -4.31 eV
Total charge = +1
Kohn-Sham gap = 9.015 eV